Run one
C30H48BrFeN3P2 | the ωB97M-V functional and the def2-TZVPD basis

Its LUMO energy (spin up / spin down) is -6.76 / -7.70 eV. The orbital gap (spin up / spin down) is 6.7 / 5.9 eV. The expectation value of S² is 6.085.

Structure (ORCA input):
```
! RIJCOSX wB97M-V def2-TZVPD def2/J DEFGRID3
* xyz 2 5
N -6.100 -1.035 4.110
C -5.524 0.034 4.667
C -4.985 1.086 3.914
C -5.062 1.019 2.505
C -5.772 -0.078 1.935
C -6.267 -1.077 2.785
C -4.397 1.968 1.671
Fe 0.555 1.029 -0.670
P 2.742 0.627 -1.755
C -4.285 1.802 0.328
C -3.082 2.138 -0.368
C -2.857 1.518 -1.624
C -1.621 1.587 -2.228
C -0.575 2.321 -1.571
C -0.795 2.970 -0.287
C -2.068 2.906 0.256
Br 0.824 3.268 -2.788
H -3.912 2.776 2.198
H -5.108 1.434 -0.272
H -4.423 1.884 4.402
H -5.831 -0.246 0.853
H -5.450 0.056 5.758
H -6.774 -1.958 2.373
H -3.696 0.994 -2.100
H -2.318 3.462 1.159
H -1.450 1.257 -3.250
H -0.053 3.687 0.081
P -0.501 -1.564 -0.445
C 3.362 2.245 -1.116
C 4.298 3.018 -2.043
H 3.843 2.094 -0.132
H 2.490 2.900 -0.927
H 4.445 4.037 -1.655
H 5.291 2.559 -2.096
H 3.894 3.112 -3.054
C 2.289 0.419 -3.514
C 3.415 0.623 -4.512
H 1.466 1.115 -3.748
H 1.874 -0.600 -3.598
H 3.014 0.778 -5.521
H 4.027 1.498 -4.275
H 4.066 -0.254 -4.543
C 4.043 -0.612 -1.432
C 5.449 -0.090 -1.714
H 3.832 -1.519 -2.022
H 3.927 -0.903 -0.376
H 6.189 -0.887 -1.595
H 5.557 0.291 -2.735
H 5.727 0.709 -1.024
C 0.299 -2.949 0.502
C 1.793 -3.123 0.274
H -0.240 -3.858 0.182
H 0.104 -2.796 1.575
H 2.084 -4.120 0.629
H 2.074 -3.048 -0.783
H 2.373 -2.391 0.847
C -0.254 -2.268 -2.132
C -1.265 -1.812 -3.170
H -0.265 -3.364 -2.022
H 0.763 -1.977 -2.437
H -0.971 -2.200 -4.151
H -2.273 -2.187 -2.964
H -1.320 -0.722 -3.235
C -2.308 -1.939 -0.133
C -2.765 -2.889 0.993
H -2.709 -2.314 -1.085
H -2.755 -0.947 0.031
H -3.582 -3.521 0.609
H -1.978 -3.563 1.358
H -3.167 -2.323 1.848
C 3.882 0.050 3.597
C 2.525 0.107 3.007
C 1.288 -0.336 3.458
C 0.339 0.021 2.484
N 0.976 0.575 1.417
N 2.304 0.623 1.786
C -1.106 -0.266 2.616
H 4.172 1.003 4.068
H 3.918 -0.727 4.366
H 4.642 -0.186 2.839
H 1.096 -0.921 4.346
H 3.053 0.991 1.179
H -1.244 -1.357 2.719
H -1.476 0.155 3.561
H -1.718 0.185 1.817
*
```


Run two
C30H48BrFeN3P2 | the ωB97M-V functional and the def2-TZVPD basis

Its LUMO energy (spin up / spin down) is -6.20 / -7.79 eV. The orbital gap (spin up / spin down) is 6.4 / 4.9 eV. The expectation value of S² is 6.377.

Structure (ORCA input):
```
! RIJCOSX wB97M-V def2-TZVPD def2/J DEFGRID3
* xyz 2 5
N -6.271 -1.486 4.636
C -5.804 -0.363 5.184
C -5.336 0.699 4.409
C -5.466 0.590 2.991
C -6.088 -0.554 2.441
C -6.458 -1.578 3.328
C -4.941 1.617 2.120
Fe -0.022 0.927 -0.588
P 3.486 0.577 -1.892
C -4.832 1.497 0.766
C -3.680 1.947 0.014
C -3.533 1.680 -1.384
C -2.294 1.834 -2.002
C -1.271 2.154 -1.134
C -1.373 2.729 0.119
C -2.610 2.532 0.733
Br 1.207 2.371 -1.782
H -4.498 2.477 2.626
H -5.615 0.965 0.230
H -4.923 1.572 4.912
H -6.271 -0.648 1.377
H -5.730 -0.346 6.268
H -6.842 -2.509 2.925
H -4.367 1.315 -2.004
H -2.700 2.779 1.788
H -2.114 1.627 -3.062
H -0.567 3.238 0.642
P -0.442 -1.480 -0.853
C 4.482 2.086 -1.527
C 4.891 2.974 -2.697
H 5.375 1.776 -0.943
H 3.833 2.660 -0.823
H 5.164 3.951 -2.272
H 5.785 2.598 -3.220
H 4.087 3.162 -3.430
C 3.086 0.391 -3.669
C 4.284 0.543 -4.585
H 2.305 1.129 -3.929
H 2.610 -0.598 -3.808
H 3.909 0.475 -5.611
H 4.782 1.512 -4.506
H 5.006 -0.266 -4.425
C 4.384 -0.906 -1.340
C 5.860 -0.794 -1.667
H 3.913 -1.807 -1.768
H 4.242 -1.014 -0.250
H 6.313 -1.765 -1.447
H 6.047 -0.546 -2.715
H 6.327 -0.032 -1.035
C 0.427 -2.623 0.334
C 1.941 -2.716 0.186
H -0.008 -3.634 0.285
H 0.188 -2.255 1.341
H 2.333 -3.618 0.675
H 2.264 -2.737 -0.859
H 2.434 -1.863 0.665
C -0.264 -2.263 -2.520
C -1.208 -1.848 -3.646
H -0.301 -3.360 -2.422
H 0.771 -2.029 -2.816
H -0.813 -2.190 -4.609
H -2.201 -2.295 -3.537
H -1.323 -0.764 -3.720
C -2.219 -1.456 -0.351
C -2.788 -2.379 0.738
H -2.806 -1.568 -1.278
H -2.415 -0.415 -0.035
H -3.552 -3.045 0.305
H -2.026 -2.984 1.246
H -3.323 -1.787 1.498
C 3.552 0.155 3.374
C 2.184 0.408 2.838
C 0.933 0.243 3.412
C -0.004 0.504 2.412
N 0.646 0.811 1.234
N 1.991 0.802 1.575
C -1.446 0.488 2.612
H 4.014 1.080 3.783
H 3.517 -0.602 4.180
H 4.245 -0.227 2.599
H 0.716 0.010 4.447
H 2.757 0.934 0.912
H -1.907 -0.500 2.618
H -1.697 0.988 3.547
H -1.943 1.046 1.833
*
```


Stability summary: most stable run one, least stable run two.


Run one
C2H8N4S | the ωB97M-V functional and the def2-TZVPD basis

Its LUMO energy is 0.75 eV. The orbital gap is 8.7 eV. The SMILES is CN/C(=N/S)NN.

Structure (ORCA input):
```
! RIJCOSX wB97M-V def2-TZVPD def2/J DEFGRID3
* xyz 0 1
C -2.250 -0.835 0.174
N -1.253 0.268 -0.388
C 0.062 -0.003 -0.178
N 0.653 -1.080 -0.048
S 2.318 -1.176 -0.050
N 0.637 1.295 -0.065
N 1.888 1.730 0.103
H -2.396 -1.796 -0.643
H -1.729 -1.298 1.125
H -3.290 -0.627 0.400
H -1.579 1.354 -0.144
H 2.411 -2.583 -0.367
H -0.139 2.054 -0.186
H 2.334 1.414 -0.746
H 2.334 1.283 1.012
*
```


Run two
C2H8N4S | the ωB97M-V functional and the def2-TZVPD basis

Its LUMO energy is 0.57 eV. The orbital gap is 8.5 eV. The SMILES is N/N=C(\CS)NN.

Structure (ORCA input):
```
! RIJCOSX wB97M-V def2-TZVPD def2/J DEFGRID3
* xyz 0 1
N 1.435 1.941 -0.211
N 0.096 1.687 -0.382
C -0.359 0.583 0.109
C 0.486 -0.516 0.758
S 1.398 -1.540 -0.481
N -1.717 0.338 -0.074
N -2.093 -0.963 -0.498
H 2.042 1.161 -0.489
H 1.699 2.754 -0.718
H -0.117 -1.059 1.462
H 1.241 0.005 1.339
H 1.733 -2.505 0.402
H -2.171 1.058 -0.659
H -2.372 -1.474 0.338
H -1.300 -1.468 -0.895
*
```


Stability summary: most stable run two, least stable run one.


Run one
C3H10OS | the ωB97M-V functional and the def2-TZVPD basis

Its LUMO energy is 0.85 eV. The orbital gap is 9.8 eV. The SMILES is CSC.CO.

Structure (ORCA input):
```
! RIJCOSX wB97M-V def2-TZVPD def2/J DEFGRID3
* xyz 0 1
C 1.275 -1.125 1.134
S -0.284 -1.180 0.217
C -1.408 -0.840 1.588
H 1.347 -1.962 1.831
H 1.350 -0.171 1.645
H 2.110 -1.198 0.445
H -2.384 -0.686 1.136
H -1.446 -1.690 2.257
H -1.060 0.047 2.111
C 0.156 1.499 -2.406
O -0.322 1.911 -1.146
H 1.257 1.496 -2.465
H -0.227 0.508 -2.669
H -0.195 2.209 -3.148
H -0.170 1.182 -0.530
*
```


Run two
C3H10OS | the ωB97M-V functional and the def2-TZVPD basis

Its LUMO energy is 0.67 eV. The orbital gap is 8.9 eV. The SMILES is CCSC.O.

Structure (ORCA input):
```
! RIJCOSX wB97M-V def2-TZVPD def2/J DEFGRID3
* xyz 0 1
C -0.162 -1.724 -2.059
C -0.008 -0.829 -0.828
S -0.515 0.847 -1.184
C -0.963 1.515 0.413
H 0.763 -1.802 -2.629
H -0.950 -1.368 -2.717
H -0.426 -2.695 -1.750
H 0.998 -0.931 -0.412
H -0.599 -1.235 -0.023
H -0.115 1.698 1.071
H -1.247 2.544 0.207
H -1.773 0.979 0.883
O 1.322 1.003 2.833
H 1.583 0.472 3.600
H 2.092 1.525 2.596
*
```


Run three
C3H10OS | the ωB97M-V functional and the def2-TZVPD basis

Its LUMO energy is 0.90 eV. The orbital gap is 9.5 eV. The SMILES is CSC.CO.

Structure (ORCA input):
```
! RIJCOSX wB97M-V def2-TZVPD def2/J DEFGRID3
* xyz 0 1
C 2.605 0.032 -0.800
S 1.182 -0.601 0.146
C 0.588 0.886 0.990
H 3.371 -0.727 -0.667
H 2.920 0.942 -0.290
H 2.407 0.255 -1.843
H -0.155 0.494 1.681
H 1.434 1.231 1.588
H 0.219 1.706 0.382
C -2.708 -0.683 0.026
O -1.808 -0.224 -0.971
H -2.355 -0.542 1.051
H -3.636 -0.126 -0.069
H -2.920 -1.744 -0.127
H -1.143 -0.899 -1.098
*
```


Stability summary: most stable run two, least stable run three.


Run one
C3H10OS | the ωB97M-V functional and the def2-TZVPD basis

Its LUMO energy is 0.75 eV. The orbital gap is 8.9 eV. The SMILES is CCSC.O.

Structure (ORCA input):
```
! RIJCOSX wB97M-V def2-TZVPD def2/J DEFGRID3
* xyz 0 1
C -0.057 -1.262 -1.195
C 0.303 0.095 -0.730
S -1.134 0.999 -0.097
C -0.299 2.490 0.339
H -1.053 -1.386 -1.475
H 0.437 -2.015 -0.452
H 0.428 -1.549 -2.113
H 0.873 0.647 -1.446
H 1.056 0.052 0.070
H 0.662 2.343 0.908
H 0.085 3.030 -0.629
H -1.021 3.143 0.965
O -0.042 -2.113 1.596
H 0.179 -1.573 2.339
H -0.417 -2.900 1.920
*
```


Run two
C3H10OS | the ωB97M-V functional and the def2-TZVPD basis

Its LUMO energy is 0.90 eV. The orbital gap is 9.5 eV. The SMILES is CSC.CO.

Structure (ORCA input):
```
! RIJCOSX wB97M-V def2-TZVPD def2/J DEFGRID3
* xyz 0 1
C -2.044 -0.192 -1.181
S -1.592 -0.592 0.471
C -0.244 -1.837 0.262
H -1.665 -0.990 -1.842
H -1.814 0.806 -1.444
H -3.161 -0.307 -1.239
H 0.407 -1.972 1.196
H -0.599 -2.792 -0.211
H 0.390 -1.239 -0.391
C 2.100 1.623 0.777
O 0.871 1.375 0.010
H 2.519 0.722 1.249
H 2.783 2.107 0.165
H 1.805 2.370 1.557
H 0.243 0.920 0.620
*
```


Stability summary: most stable run one, least stable run two.


Run one
C5H8 | the ωB97M-V functional and the def2-TZVPD basis

Its LUMO energy is 1.22 eV. The orbital gap is 10.4 eV. The SMILES is C1=CCCC1.

Structure (ORCA input):
```
! RIJCOSX wB97M-V def2-TZVPD def2/J DEFGRID3
* xyz 0 1
C -0.400 0.996 -0.851
C 0.917 0.835 -0.711
C 1.172 -0.310 0.238
C -0.197 -0.665 0.847
C -1.235 -0.127 -0.123
H -1.144 1.623 -1.250
H 1.784 1.322 -1.180
H 1.620 -1.156 -0.289
H 1.864 0.028 1.011
H -0.310 -1.729 1.071
H -0.305 -0.102 1.781
H -1.582 -0.840 -0.893
H -2.177 0.104 0.434
*
```


Run two
C5H8 | the ωB97M-V functional and the def2-TZVPD basis

Its LUMO energy is 1.29 eV. The orbital gap is 10.3 eV. The SMILES is C=C/C=C/C.

Structure (ORCA input):
```
! RIJCOSX wB97M-V def2-TZVPD def2/J DEFGRID3
* xyz 0 1
C -0.240 -1.800 -1.753
C -0.089 -0.497 -1.539
C 0.490 0.123 -0.315
C -0.312 0.678 0.588
C 0.204 1.223 1.908
H -0.797 -2.098 -2.630
H 0.103 -2.572 -1.080
H -0.580 0.158 -2.254
H 1.518 -0.108 -0.042
H -1.369 0.828 0.418
H 1.190 1.659 1.737
H 0.336 0.425 2.635
H -0.453 1.982 2.327
*
```


Run three
C5H8 | the ωB97M-V functional and the def2-TZVPD basis

Its LUMO energy (spin up / spin down) is 0.09 / 0.08 eV. The orbital gap (spin up / spin down) is 8.5 / 7.5 eV.

Structure (ORCA input):
```
! RIJCOSX wB97M-V def2-TZVPD def2/J DEFGRID3
* xyz 0 1
C 1.137 0.117 0.417
C 0.745 0.212 -1.074
C -0.651 -0.381 -1.085
C -1.158 -0.460 0.165
C -0.208 -0.042 1.128
H 1.717 0.958 0.800
H 1.770 -0.780 0.573
H 0.755 1.264 -1.401
H 1.424 -0.325 -1.748
H -1.151 -0.685 -1.997
H -2.181 -0.396 0.588
H -1.964 0.804 1.545
H -0.304 -0.115 2.196
*
```


Run four
C5H8 | the ωB97M-V functional and the def2-TZVPD basis

Its LUMO energy is 1.25 eV. The orbital gap is 10.3 eV. The SMILES is C1=CCCC1.

Structure (ORCA input):
```
! RIJCOSX wB97M-V def2-TZVPD def2/J DEFGRID3
* xyz 0 1
C -0.518 0.926 -0.835
C 0.805 0.817 -0.724
C 1.193 -0.289 0.232
C -0.162 -0.665 0.882
C -1.229 -0.204 -0.128
H -1.047 1.729 -1.338
H 1.535 1.451 -1.222
H 1.676 -1.144 -0.263
H 1.909 0.090 0.972
H -0.237 -1.724 1.143
H -0.288 -0.083 1.802
H -1.461 -0.997 -0.856
H -2.176 0.092 0.336
*
```


Stability summary: most stable run four, least stable run three.


Run one
C5H8 | the ωB97M-V functional and the def2-TZVPD basis

Its LUMO energy is 1.12 eV. The orbital gap is 11.0 eV. The SMILES is C#CC(C)C.

Structure (ORCA input):
```
! RIJCOSX wB97M-V def2-TZVPD def2/J DEFGRID3
* xyz 0 1
C -2.545 0.001 0.074
C -1.333 -0.041 -0.113
C 0.127 0.004 -0.433
C 0.836 -1.241 0.106
C 0.750 1.305 0.103
H -3.611 -0.103 0.195
H 0.161 -0.032 -1.510
H 0.956 -1.154 1.217
H 1.851 -1.416 -0.363
H 0.163 -2.107 -0.052
H 0.189 2.177 -0.219
H 0.656 1.231 1.175
H 1.799 1.376 -0.181
*
```


Run two
C5H8 | the ωB97M-V functional and the def2-TZVPD basis

Its LUMO energy is 1.01 eV. The orbital gap is 10.4 eV. The SMILES is C=CCC=C.

Structure (ORCA input):
```
! RIJCOSX wB97M-V def2-TZVPD def2/J DEFGRID3
* xyz 0 1
C 1.012 1.024 1.676
C -0.037 0.753 0.898
C 0.291 0.613 -0.584
C -0.076 -0.897 -0.921
C -1.218 -1.498 -1.221
H 1.108 0.582 2.831
H 1.992 1.506 1.285
H -1.057 0.533 1.254
H -0.455 1.261 -1.101
H 1.361 0.987 -0.703
H 0.713 -1.505 -0.427
H -1.503 -2.444 -0.643
H -1.989 -0.886 -1.581
*
```


Stability summary: most stable run one, least stable run two.